Entry 1:
The following is a quantum chemistry calculation of C81H75BaF8N16O16PS2 as an isolated structure, from the OMol25 dataset.

Element x y z (Å)
Ba -0.49 3.39 -0.76
N 0.36 0.79 0.10
S 0.05 -0.47 -0.75
O 0.09 -1.78 -0.21
O 0.74 -0.32 -2.01
F -1.36 -0.19 -1.11
S 1.03 0.83 1.52
O 2.34 0.31 1.67
O 0.07 0.64 2.60
F 1.17 2.39 1.43
P -3.83 4.10 -1.77
F -3.03 5.15 -0.80
F -3.39 2.89 -0.74
F -5.18 4.37 -0.94
F -4.42 2.93 -2.68
F -4.15 5.30 -2.72
F -2.40 3.87 -2.58
N 0.08 5.98 0.52
C -0.79 6.97 0.69
C -0.50 8.06 1.51
C 0.66 8.04 2.31
C 1.57 6.96 2.21
C 1.19 5.96 1.35
H -1.72 6.82 0.13
H -1.17 8.91 1.56
H 0.83 8.84 3.02
H 2.44 6.77 2.86
H 1.80 5.05 1.28
N 2.33 3.46 -1.08
C 2.99 4.50 -1.65
C 4.24 4.48 -2.23
C 4.90 3.23 -2.13
C 4.28 2.10 -1.53
C 3.03 2.31 -1.02
H 2.51 5.47 -1.67
H 4.72 5.36 -2.67
H 5.91 3.06 -2.45
H 4.72 1.12 -1.46
H 2.50 1.50 -0.60
N 5.10 -0.24 -3.18
C 5.96 -1.06 -3.73
C 5.90 -2.45 -3.75
C 4.81 -3.05 -3.12
C 3.82 -2.20 -2.60
C 4.02 -0.83 -2.61
H 6.77 -0.57 -4.25
H 6.74 -3.03 -4.13
H 4.66 -4.13 -3.03
H 2.83 -2.52 -2.23
H 3.23 -0.22 -2.27
N 2.54 4.48 4.07
C 3.32 3.42 4.05
C 2.92 2.15 4.43
C 1.62 2.02 4.93
C 0.75 3.11 4.95
C 1.31 4.31 4.53
H 4.30 3.64 3.65
H 3.48 1.23 4.19
H 1.20 1.08 5.24
H -0.28 3.11 5.25
H 0.67 5.19 4.61
N -1.73 3.05 1.83
C -1.90 4.12 2.60
C -2.67 4.24 3.76
C -3.38 3.09 4.09
C -3.33 1.96 3.27
C -2.49 1.99 2.17
H -1.37 5.07 2.34
H -2.75 5.24 4.23
H -4.05 3.11 4.93
H -3.93 1.10 3.46
H -2.52 1.10 1.51
N 2.33 -3.18 2.63
C 3.45 -3.82 2.84
C 4.25 -3.58 3.95
C 3.75 -2.75 4.93
C 2.58 -2.06 4.72
C 1.87 -2.29 3.58
H 3.82 -4.56 2.13
H 5.24 -4.04 4.01
H 4.40 -2.55 5.78
H 2.20 -1.40 5.51
H 0.97 -1.71 3.39
N -1.35 -3.34 3.34
C -1.43 -2.01 3.34
C -1.40 -1.21 4.45
C -1.29 -1.85 5.72
C -1.16 -3.26 5.73
C -1.21 -3.93 4.55
H -1.60 -1.57 2.37
H -1.48 -0.11 4.33
H -1.21 -1.28 6.65
H -1.12 -3.80 6.67
H -1.07 -5.01 4.54
N -5.34 -0.43 2.12
C -5.71 0.64 1.41
C -5.28 0.85 0.13
C -4.26 0.00 -0.37
C -3.97 -1.16 0.34
C -4.53 -1.33 1.56
H -6.26 1.43 1.96
H -5.65 1.76 -0.40
H -3.78 0.22 -1.31
H -3.24 -1.95 0.08
H -4.22 -2.18 2.14
N 0.06 2.24 -3.38
C 1.26 1.96 -3.86
C 1.54 1.02 -4.84
C 0.48 0.18 -5.18
C -0.79 0.43 -4.73
C -0.98 1.39 -3.77
H 2.04 2.65 -3.54
H 2.57 0.86 -5.23
H 0.60 -0.72 -5.83
H -1.68 -0.11 -5.03
H -1.96 1.56 -3.27
C 5.83 -1.29 0.68
C 6.79 -0.64 -0.16
C 7.16 0.71 0.01
C 6.54 1.42 1.06
C 5.58 0.81 1.85
C 5.25 -0.54 1.70
N 6.62 2.89 1.07
O 7.46 3.44 0.37
O 5.86 3.54 1.76
H 5.60 -2.34 0.45
H 7.25 -1.23 -0.95
H 7.89 1.16 -0.69
H 5.00 1.40 2.52
H 4.55 -1.04 2.38
C -1.81 2.18 9.47
C -1.11 1.63 10.56
C -0.12 0.74 10.25
C 0.33 0.50 8.94
C -0.29 1.11 7.86
C -1.37 1.93 8.15
N 1.47 -0.37 8.72
O 1.78 -0.63 7.57
O 1.87 -1.07 9.61
H -2.67 2.81 9.61
H -1.48 1.79 11.59
H 0.52 0.32 11.03
H 0.03 1.05 6.87
H -1.86 2.35 7.26
C -1.41 -5.52 -0.35
C -0.54 -4.69 0.35
C 0.83 -4.65 0.06
C 1.32 -5.52 -0.96
C 0.49 -6.40 -1.63
C -0.88 -6.37 -1.37
N 2.72 -5.37 -1.34
O 3.06 -5.62 -2.51
O 3.55 -5.00 -0.51
H -2.49 -5.55 -0.25
H -0.93 -4.12 1.20
H 1.45 -3.97 0.67
H 0.91 -6.90 -2.53
H -1.55 -6.78 -2.11
C -3.17 -1.40 -7.69
C -2.19 -2.12 -7.05
C -1.17 -2.73 -7.81
C -1.11 -2.56 -9.21
C -2.12 -1.82 -9.83
C -3.13 -1.32 -9.07
N -0.12 -3.19 -10.00
O 0.76 -3.89 -9.46
O -0.12 -3.05 -11.19
H -3.97 -0.99 -7.09
H -2.17 -2.26 -5.99
H -0.52 -3.40 -7.25
H -2.21 -1.66 -10.93
H -3.95 -0.84 -9.57
C 1.44 -4.42 -4.76
C 0.40 -5.35 -4.89
C -0.86 -5.00 -4.46
C -1.11 -3.71 -3.97
C -0.08 -2.77 -3.91
C 1.21 -3.17 -4.31
N -2.45 -3.34 -3.48
O -2.72 -2.15 -3.37
O -3.25 -4.24 -3.27
H 2.40 -4.71 -5.17
H 0.64 -6.24 -5.46
H -1.62 -5.79 -4.59
H -0.14 -1.78 -3.52
H 1.99 -2.38 -4.32
C -6.10 -1.66 -3.80
C -5.87 -0.29 -3.83
C -6.68 0.62 -3.15
C -7.74 0.11 -2.42
C -8.01 -1.26 -2.38
C -7.18 -2.15 -3.06
N -8.59 0.92 -1.52
O -9.73 0.54 -1.28
O -8.17 1.95 -1.08
H -5.40 -2.31 -4.37
H -4.97 0.14 -4.36
H -6.44 1.70 -3.12
H -8.83 -1.70 -1.82
H -7.26 -3.20 -2.97

Summary:
**DFT total energy**: -195199.542 eV
**Largest force on an atom**: 0.0917 Eh/bohr
**Net charge**: 0

Löwdin population analysis, charges in e, atoms 1 to 6: number 1, Ba, carries 1.88; number 2, N, carries -0.40; number 3, S, carries 0.40; number 4, O, carries -0.21; number 5, O, carries -0.28; number 6, F, carries -0.11

=====

Entry 2:
The following is a quantum chemistry calculation of the molecule C18H22N2O3S, from the OMol25 dataset.

Element x y z (Å)
C 1.45 -0.56 -1.17
C 0.11 -0.23 -1.75
C -0.94 -1.11 -1.75
C -2.21 -0.71 -2.33
O -3.21 -1.39 -2.41
N -2.20 0.60 -2.83
C -1.11 1.40 -2.77
N 0.02 1.02 -2.28
S -1.30 3.00 -3.44
C 0.30 3.77 -2.94
C 0.19 4.38 -1.59
C -0.23 5.70 -1.44
C -0.35 6.26 -0.19
C -0.04 5.52 0.94
C 0.37 4.20 0.80
C 0.49 3.64 -0.45
H 0.81 2.61 -0.56
H 0.61 3.62 1.68
H -0.14 5.96 1.92
H -0.68 7.29 -0.09
H -0.48 6.28 -2.32
H 1.02 2.96 -2.98
H 0.50 4.51 -3.72
H -3.07 0.94 -3.23
C -0.89 -2.47 -1.14
C -0.79 -2.41 0.38
O -0.77 -1.40 1.04
O -0.73 -3.64 0.88
C -0.64 -3.76 2.30
C 0.80 -3.59 2.80
C 0.82 -3.64 4.33
H 1.84 -3.51 4.69
H 0.20 -2.84 4.75
H 0.44 -4.59 4.68
C 1.70 -4.66 2.21
H 2.73 -4.49 2.50
H 1.64 -4.65 1.12
H 1.40 -5.65 2.56
H 1.15 -2.60 2.47
H -1.29 -3.00 2.76
H -1.01 -4.76 2.53
H -0.04 -3.05 -1.51
H -1.81 -3.00 -1.39
H 2.17 0.21 -1.45
H 1.37 -0.61 -0.09
H 1.80 -1.53 -1.53

Summary:
**Largest force on an atom**: 0.0131 Eh/bohr
**SMILES string**: Cc1nc(SCc2ccccc2)[nH]c(=O)c1CC(=O)OCC(C)C
**Net charge**: 0
**Energy relative to the best compared isomer or geometry (same formula, charge and spin)**: 0.45 kcal/mol

natural (NBO) population analysis, charges in e, atoms 1 to 6: number 1, C, carries -0.67; number 2, C, carries 0.30; number 3, C, carries -0.20; number 4, C, carries 0.65; number 5, O, carries -0.62; number 6, N, carries -0.59

=====

Entry 3:
The following is a quantum chemistry calculation of C41H33ClIrNOPSSi as an isolated structure, from the OMol25 dataset.

Element x y z (Å)
Ir 0.01 -0.05 0.77
O 2.29 0.29 0.90
N 2.93 -0.38 1.84
C 4.27 -0.60 1.67
C 5.01 -1.27 2.60
C 4.40 -1.73 3.78
C 3.03 -1.51 3.93
C 2.30 -0.85 2.97
S 0.60 -0.61 3.16
H 4.67 -0.22 0.74
H 6.06 -1.44 2.42
H 4.95 -2.28 4.52
H 2.51 -1.86 4.81
Cl -2.77 0.27 0.89
C -3.03 1.85 0.21
C -4.25 2.15 -0.36
C -4.49 3.43 -0.84
C -3.51 4.41 -0.72
C -2.29 4.10 -0.17
C -2.01 2.81 0.32
P -0.32 2.32 0.75
C -0.15 2.70 2.53
C -1.25 2.63 3.38
C -1.07 2.67 4.75
C 0.21 2.78 5.28
C 1.31 2.83 4.44
C 1.13 2.77 3.07
C 0.68 3.57 -0.07
C 1.03 3.35 -1.41
C 1.58 4.36 -2.16
C 1.77 5.62 -1.60
C 1.44 5.84 -0.27
C 0.90 4.83 0.49
H -5.02 1.39 -0.42
H -5.44 3.67 -1.29
H -3.70 5.42 -1.05
H -1.52 4.86 -0.08
H -2.25 2.56 2.97
H -1.92 2.61 5.41
H 0.35 2.80 6.35
H 2.31 2.89 4.84
H 1.99 2.77 2.40
H 0.87 2.37 -1.83
H 1.85 4.19 -3.19
H 2.17 6.43 -2.20
H 1.58 6.82 0.17
H 0.63 5.01 1.53
C -3.88 -4.18 1.88
C -2.80 -3.84 2.68
C -1.68 -3.26 2.11
C -1.60 -3.03 0.74
C -2.70 -3.36 -0.04
C -3.83 -3.93 0.52
Si -0.04 -2.29 -0.12
C 1.55 -3.20 0.47
C 1.54 -4.18 1.46
C 2.70 -4.83 1.83
C 3.91 -4.49 1.25
C 3.94 -3.51 0.27
C 2.77 -2.88 -0.11
C -0.23 -2.93 -1.91
C -0.21 -4.32 -2.06
C -0.40 -4.90 -3.30
C -0.61 -4.10 -4.41
C -0.63 -2.72 -4.27
C -0.45 -2.14 -3.03
H -4.77 -4.60 2.32
H -2.82 -4.03 3.74
H -0.86 -2.95 2.76
H -2.68 -3.16 -1.10
H -4.67 -4.19 -0.11
H 0.60 -4.47 1.91
H 2.67 -5.60 2.58
H 4.82 -4.99 1.54
H 4.88 -3.24 -0.20
H 2.81 -2.12 -0.89
H -0.06 -4.94 -1.20
H -0.39 -5.97 -3.40
H -0.75 -4.55 -5.39
H -0.80 -2.09 -5.14
H -0.48 -1.07 -2.92

Summary:
**Expectation value of S²**: 0.788
**Largest force on an atom**: 0.0382 Eh/bohr
**Net charge**: 0
**Multiplicity**: 2
**Energy relative to the best compared isomer or geometry (same formula, charge and spin)**: 22.43 kcal/mol

Löwdin population analysis, charges in e, atoms 1 to 6: number 1, Ir, carries 0.50; number 2, O, carries -0.27; number 3, N, carries -0.20; number 4, C, carries -0.04; number 5, C, carries -0.07; number 6, C, carries -0.05

=====

Repeat the third record exactly.
The following is a quantum chemistry calculation of C41H33ClIrNOPSSi as an isolated structure, from the OMol25 dataset.

Element x y z (Å)
Ir 0.01 -0.05 0.77
O 2.29 0.29 0.90
N 2.93 -0.38 1.84
C 4.27 -0.60 1.67
C 5.01 -1.27 2.60
C 4.40 -1.73 3.78
C 3.03 -1.51 3.93
C 2.30 -0.85 2.97
S 0.60 -0.61 3.16
H 4.67 -0.22 0.74
H 6.06 -1.44 2.42
H 4.95 -2.28 4.52
H 2.51 -1.86 4.81
Cl -2.77 0.27 0.89
C -3.03 1.85 0.21
C -4.25 2.15 -0.36
C -4.49 3.43 -0.84
C -3.51 4.41 -0.72
C -2.29 4.10 -0.17
C -2.01 2.81 0.32
P -0.32 2.32 0.75
C -0.15 2.70 2.53
C -1.25 2.63 3.38
C -1.07 2.67 4.75
C 0.21 2.78 5.28
C 1.31 2.83 4.44
C 1.13 2.77 3.07
C 0.68 3.57 -0.07
C 1.03 3.35 -1.41
C 1.58 4.36 -2.16
C 1.77 5.62 -1.60
C 1.44 5.84 -0.27
C 0.90 4.83 0.49
H -5.02 1.39 -0.42
H -5.44 3.67 -1.29
H -3.70 5.42 -1.05
H -1.52 4.86 -0.08
H -2.25 2.56 2.97
H -1.92 2.61 5.41
H 0.35 2.80 6.35
H 2.31 2.89 4.84
H 1.99 2.77 2.40
H 0.87 2.37 -1.83
H 1.85 4.19 -3.19
H 2.17 6.43 -2.20
H 1.58 6.82 0.17
H 0.63 5.01 1.53
C -3.88 -4.18 1.88
C -2.80 -3.84 2.68
C -1.68 -3.26 2.11
C -1.60 -3.03 0.74
C -2.70 -3.36 -0.04
C -3.83 -3.93 0.52
Si -0.04 -2.29 -0.12
C 1.55 -3.20 0.47
C 1.54 -4.18 1.46
C 2.70 -4.83 1.83
C 3.91 -4.49 1.25
C 3.94 -3.51 0.27
C 2.77 -2.88 -0.11
C -0.23 -2.93 -1.91
C -0.21 -4.32 -2.06
C -0.40 -4.90 -3.30
C -0.61 -4.10 -4.41
C -0.63 -2.72 -4.27
C -0.45 -2.14 -3.03
H -4.77 -4.60 2.32
H -2.82 -4.03 3.74
H -0.86 -2.95 2.76
H -2.68 -3.16 -1.10
H -4.67 -4.19 -0.11
H 0.60 -4.47 1.91
H 2.67 -5.60 2.58
H 4.82 -4.99 1.54
H 4.88 -3.24 -0.20
H 2.81 -2.12 -0.89
H -0.06 -4.94 -1.20
H -0.39 -5.97 -3.40
H -0.75 -4.55 -5.39
H -0.80 -2.09 -5.14
H -0.48 -1.07 -2.92

Summary:
**Expectation value of S²**: 0.788
**Largest force on an atom**: 0.0382 Eh/bohr
**Net charge**: 0
**Multiplicity**: 2
**Energy relative to the best compared isomer or geometry (same formula, charge and spin)**: 22.43 kcal/mol

Löwdin population analysis, charges in e, atoms 1 to 6: number 1, Ir, carries 0.50; number 2, O, carries -0.27; number 3, N, carries -0.20; number 4, C, carries -0.04; number 5, C, carries -0.07; number 6, C, carries -0.05